Entry 1:
This record from the OMol25 dataset describes C33H36N3O2RuSiTe as an isolated structure. The level of theory is ωB97M-V with the def2-TZVPD basis set.

Output
**Net charge**: +3
**HOMO-LUMO gap (spin up / spin down)**: 5.567 / 5.573 eV
**HOMO energy (spin up / spin down)**: -16.43 / -16.43 eV
**Relative energy (zero: lowest compared OMol25 entry of this formula, charge and spin)**: 244.0 kJ/mol

CARTESIAN COORDINATES (ANGSTROEM)
Ru (-1.038, -0.083, 0.140)
C (0.441, -0.221, 4.691)
O (1.537, -0.392, 3.749)
C (1.018, -0.359, 2.549)
N (-0.256, -0.245, 2.439)
C (-0.824, -0.318, 3.802)
C (-1.903, 0.693, 4.120)
C (-2.234, 0.929, 5.452)
C (-3.233, 1.833, 5.774)
C (-3.914, 2.509, 4.772)
C (-3.593, 2.275, 3.442)
C (-2.606, 1.356, 3.120)
C (1.872, -0.587, 1.379)
C (3.188, -1.026, 1.459)
C (3.831, -1.381, 0.280)
C (3.147, -1.296, -0.928)
C (1.841, -0.831, -0.905)
N (1.232, -0.475, 0.223)
C (0.970, -0.725, -2.079)
N (-0.226, -0.259, -1.982)
C (-0.812, -0.229, -3.343)
C (0.279, -0.944, -4.182)
O (1.386, -1.113, -3.253)
C (-2.196, -0.825, -3.522)
C (-2.659, -0.976, -4.829)
C (-3.925, -1.480, -5.076)
C (-4.750, -1.847, -4.023)
C (-4.304, -1.699, -2.719)
C (-3.036, -1.189, -2.477)
H (0.548, 0.756, 5.161)
H (0.518, -1.002, 5.441)
H (-1.271, -1.318, 3.903)
H (-1.717, 0.395, 6.242)
H (-3.485, 2.012, 6.810)
H (-4.704, 3.203, 5.023)
H (-4.125, 2.820, 2.673)
H (-2.386, 1.128, 2.082)
H (3.675, -1.098, 2.422)
H (4.848, -1.748, 0.306)
H (3.607, -1.579, -1.865)
H (-0.874, 0.824, -3.632)
H (0.634, -0.359, -5.025)
H (-0.032, -1.930, -4.525)
H (-2.019, -0.692, -5.657)
H (-4.267, -1.587, -6.097)
H (-5.737, -2.246, -4.216)
H (-4.955, -1.982, -1.901)
H (-2.680, -1.095, -1.454)
C (-3.330, -2.850, 1.458)
Te (-1.263, -2.736, 0.911)
C (-1.499, -4.006, -0.786)
H (-3.925, -2.869, 0.549)
H (-3.594, -2.004, 2.089)
H (-3.473, -3.779, 2.009)
H (-1.881, -4.959, -0.421)
H (-0.524, -4.160, -1.242)
H (-2.198, -3.577, -1.501)
C (-0.585, 2.880, 0.602)
Si (-1.756, 2.251, -0.731)
C (-3.481, 1.585, -0.334)
C (-1.520, 2.953, -2.414)
C (-0.246, 3.374, -2.834)
C (-0.095, 4.042, -4.033)
C (-1.207, 4.293, -4.834)
C (-2.471, 3.881, -4.430)
C (-2.631, 3.204, -3.234)
H (-1.149, 3.483, 1.319)
H (0.178, 3.506, 0.137)
H (-0.075, 2.089, 1.165)
H (-3.997, 2.259, 0.354)
H (-3.488, 0.585, 0.132)
H (-4.065, 1.513, -1.252)
H (0.629, 3.180, -2.222)
H (0.883, 4.383, -4.346)
H (-1.086, 4.808, -5.778)
H (-3.336, 4.096, -5.043)
H (-3.625, 2.898, -2.933)



Entry 2:
This record from the OMol25 dataset describes C33H37BiGeIN2O3 as an isolated structure. The level of theory is ωB97M-V with the def2-TZVPD basis set.

Output
**Net charge**: +1
**HOMO-LUMO gap**: 6.828 eV
**HOMO energy**: -10.89 eV
**Relative energy (zero: lowest compared OMol25 entry of this formula, charge and spin)**: 265.5 kJ/mol

CARTESIAN COORDINATES (ANGSTROEM)
Bi (-0.961, 0.081, 0.747)
C (-3.265, 4.168, 1.646)
O (-2.016, 4.438, 0.994)
C (-0.885, 4.094, 1.672)
C (0.037, 5.090, 1.948)
C (1.216, 4.805, 2.624)
C (1.461, 3.514, 3.041)
C (0.569, 2.480, 2.736)
C (0.841, 1.154, 3.278)
N (0.289, 0.125, 2.771)
N (0.422, -1.104, 3.364)
C (-0.603, -1.829, 3.016)
O (-1.555, -1.395, 2.214)
C (-0.741, -3.207, 3.522)
C (-1.922, -3.911, 3.301)
C (-2.050, -5.208, 3.772)
C (-1.003, -5.803, 4.459)
C (0.176, -5.101, 4.682)
C (0.309, -3.804, 4.219)
C (-0.613, 2.761, 2.024)
O (-1.544, 1.848, 1.638)
H (-3.960, 4.925, 1.291)
H (-3.632, 3.174, 1.398)
H (-3.155, 4.257, 2.728)
H (-0.201, 6.096, 1.630)
H (1.920, 5.595, 2.843)
H (2.351, 3.279, 3.611)
H (1.482, 1.045, 4.152)
H (-2.738, -3.434, 2.776)
H (-2.971, -5.752, 3.610)
H (-1.105, -6.815, 4.828)
H (0.990, -5.567, 5.221)
H (1.218, -3.245, 4.392)
I (-2.275, 2.225, -1.371)
C (-3.225, 0.617, -2.285)
C (-3.951, 0.907, -3.406)
C (-4.619, -0.111, -4.109)
C (-4.510, -1.396, -3.678)
C (-3.756, -1.720, -2.525)
C (-3.632, -3.081, -2.159)
C (-2.892, -3.445, -1.081)
C (-2.287, -2.450, -0.287)
C (-2.404, -1.117, -0.585)
C (-3.108, -0.701, -1.760)
H (-4.011, 1.926, -3.762)
H (-5.197, 0.137, -4.989)
H (-4.993, -2.202, -4.215)
H (-4.132, -3.825, -2.767)
H (-2.777, -4.485, -0.805)
H (-1.750, -2.776, 0.589)
C (2.138, 2.458, -4.826)
C (2.187, 1.370, -3.762)
C (0.810, 0.776, -3.490)
C (0.823, -0.412, -2.533)
Ge (1.392, -0.156, -0.677)
C (2.691, 1.125, 0.019)
C (4.053, 0.441, 0.157)
C (4.613, -0.071, -1.165)
C (5.903, -0.858, -0.981)
H (3.123, 2.889, -5.002)
H (1.469, 3.267, -4.528)
H (1.775, 2.060, -5.775)
H (2.605, 1.784, -2.840)
H (2.870, 0.573, -4.074)
H (0.381, 0.437, -4.438)
H (0.139, 1.554, -3.119)
H (1.524, -1.180, -2.881)
H (-0.155, -0.901, -2.486)
H (1.649, -1.547, -0.057)
H (2.334, 1.487, 0.983)
H (2.739, 1.989, -0.645)
H (3.980, -0.386, 0.870)
H (4.756, 1.157, 0.592)
H (4.779, 0.774, -1.839)
H (3.871, -0.710, -1.668)
H (6.668, -0.241, -0.508)
H (6.300, -1.206, -1.934)
H (5.741, -1.730, -0.346)



Entry 3:
This record from the OMol25 dataset describes C33H37BrN6O3S8SbSc as an isolated structure. The level of theory is ωB97M-V with the def2-TZVPD basis set.

Output
**Net charge**: -2
**HOMO-LUMO gap**: 4.422 eV
**HOMO energy**: -1.86 eV
**Relative energy (zero: lowest compared OMol25 entry of this formula, charge and spin)**: 398.4 kJ/mol

CARTESIAN COORDINATES (ANGSTROEM)
Sc (0.392, 0.586, -1.714)
S (2.277, 1.764, -0.390)
C (1.113, 1.307, 0.893)
S (0.561, -0.396, 0.956)
C (1.005, 2.098, 2.038)
C (1.730, 3.282, 2.277)
N (2.438, 4.192, 2.486)
C (0.249, 1.736, 3.200)
N (-0.296, 1.344, 4.152)
S (0.943, -3.775, -7.357)
C (0.283, -2.768, -6.269)
S (0.899, -1.140, -6.361)
C (0.418, -0.573, -4.787)
C (-0.394, -1.511, -4.098)
S (-0.741, -1.474, -2.425)
S (-0.848, -3.024, -4.961)
S (1.029, 0.955, -4.147)
Br (-4.937, 1.433, 1.595)
C (-5.119, -0.282, 0.768)
C (-5.038, -1.345, 1.726)
C (-5.457, -2.615, 1.379)
C (-5.743, -2.861, 0.017)
C (-5.697, -1.768, -0.869)
N (-5.456, -0.502, -0.455)
H (-4.691, -1.122, 2.729)
H (-5.619, -3.319, 2.175)
H (-6.157, -3.817, -0.223)
H (-5.990, -1.861, -1.876)
C (4.349, -2.065, 4.612)
C (3.503, -0.879, 4.213)
C (2.173, -0.739, 5.081)
C (4.125, 0.429, 3.844)
Sb (2.710, -1.611, 1.822)
C (4.658, -2.040, 0.439)
C (5.518, -0.751, 0.640)
C (5.403, -3.299, 0.806)
C (3.947, -1.930, -0.867)
C (1.441, -3.603, 1.852)
C (0.249, -3.373, 2.800)
C (1.003, -3.707, 0.357)
C (2.392, -4.730, 2.166)
H (4.818, -1.920, 5.580)
H (5.112, -2.284, 3.915)
H (3.635, -2.893, 4.671)
H (2.093, 0.326, 5.402)
H (2.245, -1.405, 5.888)
H (1.255, -1.035, 4.536)
H (4.227, 1.088, 4.761)
H (3.526, 1.015, 3.146)
H (5.101, 0.326, 3.352)
H (5.962, -0.571, 1.661)
H (5.014, 0.150, 0.350)
H (6.449, -0.830, 0.042)
H (5.807, -3.263, 1.847)
H (6.209, -3.425, 0.096)
H (4.693, -4.132, 0.737)
H (3.310, -1.080, -0.959)
H (3.451, -2.874, -1.049)
H (4.652, -1.787, -1.706)
H (-0.214, -2.381, 2.661)
H (0.669, -3.482, 3.815)
H (-0.464, -4.147, 2.553)
H (0.392, -2.880, 0.015)
H (0.395, -4.599, 0.174)
H (1.831, -3.800, -0.311)
H (3.333, -4.511, 2.601)
H (2.662, -5.281, 1.306)
H (1.942, -5.421, 2.865)
O (-3.424, 7.738, -5.845)
S (-3.897, 8.256, -4.522)
O (-3.024, 8.897, -3.563)
O (-5.261, 8.855, -4.536)
C (-4.408, 6.642, -4.156)
N (-5.404, 6.138, -4.901)
C (-5.969, 4.995, -4.525)
C (-5.382, 4.246, -3.491)
C (-4.226, 4.718, -2.876)
N (-3.801, 5.922, -3.242)
C (-3.351, 3.936, -2.049)
C (-3.655, 2.604, -1.706)
C (-2.624, 1.731, -1.424)
N (-1.295, 2.079, -1.699)
C (-1.039, 3.441, -1.562)
C (-2.011, 4.351, -1.861)
H (-6.878, 4.733, -5.060)
H (-5.792, 3.291, -3.167)
H (-4.700, 2.335, -1.719)
H (-2.810, 0.739, -1.033)
H (-0.004, 3.777, -1.380)
H (-1.774, 5.427, -1.859)



Entry 4:
This record from the OMol25 dataset describes C33H37Cl2N8O3S5SeSn as an isolated structure. The level of theory is ωB97M-V with the def2-TZVPD basis set.

Output
**Net charge**: -1
**HOMO-LUMO gap**: 6.361 eV
**HOMO energy**: -4.53 eV

CARTESIAN COORDINATES (ANGSTROEM)
Sn (-1.055, -1.552, -0.151)
C (1.897, -4.106, 1.907)
C (0.608, -4.828, 2.307)
S (-0.843, -4.355, 1.322)
C (-2.066, -3.939, 2.595)
C (-1.649, -2.925, 3.664)
S (-1.214, -1.290, 3.003)
C (0.343, -0.953, 3.864)
C (1.515, -1.914, 3.637)
S (1.844, -2.298, 1.895)
H (2.709, -4.435, 2.558)
H (2.165, -4.360, 0.880)
H (0.759, -5.901, 2.177)
H (0.380, -4.656, 3.358)
H (-2.897, -3.548, 1.999)
H (-2.395, -4.856, 3.085)
H (-2.491, -2.791, 4.344)
H (-0.808, -3.284, 4.254)
H (0.605, 0.056, 3.537)
H (0.128, -0.907, 4.932)
H (2.413, -1.457, 4.055)
H (1.350, -2.856, 4.163)
N (1.221, 0.309, -2.287)
C (-0.009, 0.793, -2.533)
S (-1.259, -0.226, -3.052)
N (-0.208, 2.120, -2.379)
C (0.678, 3.124, -1.914)
C (0.128, 4.178, -1.196)
C (0.944, 5.175, -0.686)
C (2.322, 5.118, -0.865)
C (2.863, 4.083, -1.611)
C (2.048, 3.107, -2.165)
H (1.297, -0.704, -2.241)
H (1.856, 0.840, -1.710)
H (-1.182, 2.365, -2.444)
H (-0.941, 4.195, -1.009)
H (0.504, 5.985, -0.114)
H (2.966, 5.865, -0.422)
H (3.936, 4.023, -1.750)
H (2.478, 2.351, -2.807)
O (5.236, 4.918, 0.822)
S (5.597, 5.225, 2.192)
O (5.314, 4.163, 3.137)
O (4.109, 6.606, 2.752)
C (2.907, 6.249, 3.013)
N (2.161, 7.084, 3.793)
C (0.935, 6.684, 4.070)
C (0.380, 5.489, 3.626)
C (1.201, 4.727, 2.809)
N (2.423, 5.103, 2.488)
C (0.749, 3.434, 2.195)
C (1.686, 2.559, 1.645)
C (1.226, 1.402, 1.034)
N (-0.071, 1.099, 0.894)
C (-0.955, 1.935, 1.439)
C (-0.592, 3.089, 2.116)
H (0.344, 7.354, 4.690)
H (-0.616, 5.187, 3.916)
H (2.742, 2.806, 1.696)
H (1.929, 0.679, 0.626)
H (-2.002, 1.669, 1.319)
H (-1.361, 3.730, 2.530)
C (3.053, -3.042, -5.079)
N (1.623, -3.237, -4.900)
C (0.693, -3.360, -5.925)
C (-0.501, -3.549, -5.343)
N (-0.291, -3.543, -3.973)
C (-1.340, -3.738, -2.966)
C (1.016, -3.344, -3.692)
Se (1.789, -3.213, -2.017)
H (3.335, -3.428, -6.057)
H (3.581, -3.577, -4.296)
H (3.313, -1.987, -5.011)
H (0.970, -3.299, -6.964)
H (-1.482, -3.677, -5.768)
H (-2.082, -4.427, -3.362)
H (-1.813, -2.792, -2.708)
H (-0.891, -4.154, -2.069)
Cl (-4.095, 0.712, -0.176)
C (-4.873, -0.748, -0.770)
C (-6.153, -0.632, -1.273)
C (-6.818, -1.743, -1.778)
C (-6.165, -2.969, -1.767)
C (-4.885, -3.077, -1.259)
Cl (-4.123, -4.660, -1.258)
C (-4.134, -1.980, -0.725)
N (-2.909, -2.107, -0.253)
H (-6.626, 0.342, -1.280)
H (-7.822, -1.654, -2.174)
H (-6.649, -3.856, -2.160)



Entry 5:
This record from the OMol25 dataset describes C33H37ClDyO2Si2 as an isolated structure. The level of theory is ωB97M-V with the def2-TZVPD basis set.

Output
**Net charge**: +1
**HOMO-LUMO gap (spin up / spin down)**: 3.583 / 4.951 eV
**HOMO energy (spin up / spin down)**: -8.46 / -9.49 eV
**2S+1**: 6
**Relative energy (zero: lowest compared OMol25 entry of this formula, charge and spin)**: 131.0 kJ/mol
**<S²>**: 9.787

CARTESIAN COORDINATES (ANGSTROEM)
C (1.476, 1.198, 0.192)
C (2.181, 0.416, -0.765)
C (1.645, 0.709, -2.058)
H (3.084, -0.154, -0.554)
C (0.626, 1.704, -1.895)
C (0.523, 2.004, -0.506)
H (-0.088, 2.784, -0.063)
H (1.716, 1.286, 1.255)
H (2.060, 0.386, -3.006)
H (0.098, 2.222, -2.689)
Dy (-0.246, -0.417, -0.892)
Si (0.004, -2.909, -5.830)
C (0.010, -4.807, -5.759)
C (-1.255, -5.377, -5.991)
H (-2.149, -4.750, -6.120)
C (-1.419, -6.766, -6.067)
H (-2.431, -7.180, -6.218)
C (-0.290, -7.573, -5.876)
H (-0.429, -8.658, -5.834)
C (0.979, -7.024, -5.647)
H (1.840, -7.681, -5.440)
C (1.133, -5.628, -5.590)
H (2.096, -5.186, -5.351)
C (-0.887, -2.888, -7.535)
C (-0.638, -3.782, -8.605)
H (0.306, -4.333, -8.672)
C (-1.616, -4.045, -9.576)
H (-1.466, -4.808, -10.350)
C (-2.824, -3.323, -9.557)
H (-3.605, -3.524, -10.293)
C (-2.970, -2.294, -8.632)
H (-3.869, -1.649, -8.637)
C (-1.978, -2.023, -7.685)
H (-2.062, -1.149, -7.035)
H (1.393, -2.520, -6.075)
Si (-2.692, -4.570, -3.540)
C (-2.258, -2.818, -4.104)
C (-0.817, -2.379, -4.274)
H (-0.186, -2.838, -3.498)
C (-0.537, -1.010, -4.729)
H (0.492, -0.674, -4.933)
C (-1.567, -0.070, -4.760)
H (-1.327, 0.985, -4.885)
C (-2.880, -0.491, -4.550)
H (-3.670, 0.245, -4.601)
C (-3.202, -1.816, -4.214)
H (-4.241, -2.058, -4.001)
C (-1.275, -5.139, -2.514)
C (-0.418, -4.192, -1.901)
H (-0.868, -3.327, -1.399)
C (0.973, -4.394, -2.005)
H (1.690, -3.557, -1.958)
C (1.445, -5.712, -2.082)
H (2.516, -5.924, -1.966)
C (0.522, -6.759, -2.256)
H (0.856, -7.797, -2.232)
C (-0.826, -6.475, -2.503)
H (-1.536, -7.269, -2.720)
H (-3.833, -4.628, -2.737)
Cl (-2.541, 0.160, -1.608)
C (0.936, -3.054, 0.807)
O (0.194, -1.830, 0.957)
C (-0.104, -1.626, 2.366)
C (-1.033, -0.457, 2.501)
O (-1.068, 0.297, 1.273)
C (-1.978, 1.402, 1.469)
H (0.237, -3.899, 0.693)
H (1.606, -2.944, -0.055)
H (1.557, -3.235, 1.700)
H (-0.597, -2.533, 2.751)
H (0.847, -1.423, 2.879)
H (-2.049, -0.803, 2.709)
H (-0.707, 0.193, 3.321)
H (-2.651, 1.153, 2.295)
H (-1.415, 2.308, 1.717)
H (-2.569, 1.543, 0.559)